[1]
Density functional theory data (the ωB97M-V functional and the def2-TZVPD basis) for a structure of composition C22H16CuIPSe.

Values from the calculation:
Molecular weight = 580.75 g/mol
Kohn-Sham gap = 4.20 eV
E_HOMO = -0.0765 Eh
Net charge = -1
E_tot = -150450.2318 eV
F_max = 0.0043 hartree/bohr

Structure (XYZ):
```
42
C22H16CuIPSe, DFT the ωB97M-V functional and the def2-TZVPD basis
Cu 1.452 -1.556 -2.469
I 0.049 0.579 -3.875
C -1.148 1.761 -2.591
C -1.856 2.679 -3.318
C -2.727 3.602 -2.709
C -2.868 3.582 -1.363
C -2.157 2.649 -0.571
C -2.361 2.696 0.826
C -1.720 1.834 1.654
C -0.846 0.886 1.098
C -0.597 0.782 -0.248
P 0.585 -0.603 -0.678
C 2.026 -0.189 0.365
C 2.356 1.131 0.675
C 3.559 1.429 1.303
C 4.443 0.409 1.627
C 4.130 -0.904 1.302
C 2.937 -1.205 0.659
C -0.253 -1.985 0.191
C -1.221 -2.670 -0.544
C -1.907 -3.737 0.012
C -1.614 -4.154 1.305
C -0.638 -3.493 2.035
C 0.035 -2.410 1.482
C -1.260 1.686 -1.155
H -1.739 2.695 -4.392
H -3.272 4.314 -3.318
H -3.530 4.282 -0.865
H -3.046 3.439 1.219
H -1.878 1.871 2.724
H -0.340 0.202 1.767
H 1.670 1.932 0.427
H 3.809 2.459 1.528
H 5.384 0.641 2.113
H 4.832 -1.700 1.517
H 2.740 -2.219 0.320
H -1.410 -2.381 -1.572
H -2.648 -4.266 -0.575
H -2.131 -5.004 1.735
H -0.389 -3.826 3.036
H 0.805 -1.908 2.058
Se 2.744 -3.331 -2.735
```

---

[2]
Density functional theory data (the ωB97M-V functional and the def2-TZVPD basis) for a cluster of 2 separate species, C4H14N2OS in total at a distorted geometry.

Values from the calculation:
Molecular weight = 138.24 g/mol
Kohn-Sham gap = 8.99 eV
E_HOMO = -0.3027 Eh
SMILES = CN[C@@H](CN)CS.O
E_tot = -20237.2951 eV
F_max = 0.0259 hartree/bohr

Structure (XYZ):
```
22
C4H14N2OS, DFT the ωB97M-V functional and the def2-TZVPD basis
C 0.266 1.447 -2.336
N 0.222 -0.005 -2.274
C 0.067 -0.676 -1.011
C -1.211 -0.122 -0.336
S -1.727 -0.678 1.334
C 1.315 -0.541 -0.096
N 1.525 -1.497 0.974
H 0.607 1.968 -1.436
H -0.754 1.858 -2.428
H 0.744 1.725 -3.269
H 0.882 -0.452 -2.878
H -0.114 -1.739 -1.206
H -2.072 -0.365 -0.958
H -1.138 0.964 -0.338
H -0.689 -0.121 2.011
H 2.220 -0.505 -0.713
H 1.305 0.460 0.340
H 1.880 -2.394 0.665
H 0.645 -1.659 1.448
H 1.381 1.314 1.819
H 1.363 2.828 2.263
O 0.861 2.110 1.846
```

---

[3]
Density functional theory data (the ωB97M-V functional and the def2-TZVPD basis) for a structure of composition C32H33N6O3SSeW.

Values from the calculation:
Molecular weight = 844.52 g/mol
Kohn-Sham gap = 6.77 eV
E_HOMO = -0.3633 Eh
Net charge = +1
E_tot = -126809.2000 eV
F_max = 0.0078 hartree/bohr

Structure (XYZ):
```
77
C32H33N6O3SSeW, DFT the ωB97M-V functional and the def2-TZVPD basis
W -0.310 0.028 -1.047
C -1.506 -0.180 -4.097
N -2.076 0.047 -2.764
C -3.167 -0.849 -2.367
C -2.883 -1.403 -1.006
N -1.648 -1.662 -0.612
C -1.764 -2.243 0.660
C -0.800 -2.792 1.497
C -1.238 -3.365 2.672
C -2.598 -3.387 3.018
C -3.564 -2.858 2.186
C -3.110 -2.297 0.999
N -3.787 -1.751 -0.088
C -0.355 -1.115 -3.940
N 0.194 -1.350 -2.770
C 1.317 -2.144 -3.016
C 2.282 -2.654 -2.153
C 3.290 -3.411 -2.713
C 3.346 -3.660 -4.093
C 2.396 -3.156 -4.958
C 1.387 -2.392 -4.387
N 0.294 -1.735 -4.938
H -1.113 0.763 -4.482
H -2.242 -0.566 -4.808
H -2.356 1.015 -2.642
H -3.195 -1.703 -3.049
H -4.141 -0.362 -2.411
H 0.247 -2.773 1.229
H -0.518 -3.801 3.351
H -2.895 -3.836 3.955
H -4.614 -2.888 2.443
H -4.780 -1.599 -0.159
H 2.244 -2.442 -1.094
H 4.062 -3.820 -2.076
H 4.156 -4.257 -4.488
H 2.443 -3.343 -6.022
H 0.087 -1.641 -5.918
C 2.539 3.272 -1.821
C 2.825 1.960 -2.547
C 3.890 2.119 -3.615
O 3.189 0.942 -1.610
C 1.526 1.445 -3.167
O 1.325 1.357 -4.353
O 0.551 1.216 -2.295
H 3.456 3.629 -1.348
H 1.777 3.127 -1.056
H 2.201 4.040 -2.518
H 4.810 2.490 -3.159
H 3.574 2.826 -4.380
H 4.092 1.161 -4.092
H 4.017 1.207 -1.194
N 0.916 -0.404 0.081
S -0.823 0.062 3.589
C 0.693 0.981 3.768
C 1.372 0.941 4.983
C 2.572 1.620 5.131
C 3.102 2.337 4.067
C 2.429 2.375 2.854
C 1.227 1.697 2.702
C -2.052 1.247 4.080
C -1.890 2.621 3.952
C -2.928 3.472 4.303
C -4.134 2.964 4.765
C -4.295 1.591 4.886
C -3.257 0.735 4.553
H 1.571 -0.547 0.836
H 0.951 0.381 5.808
H 3.093 1.590 6.079
H 4.037 2.870 4.186
H 2.833 2.942 2.025
H 0.686 1.731 1.764
H -0.958 3.029 3.584
H -2.792 4.542 4.210
H -4.938 3.634 5.038
H -5.227 1.185 5.260
H -3.373 -0.337 4.672
Se -1.668 1.531 0.064
```

---

[4]
Density functional theory data (the ωB97M-V functional and the def2-TZVPD basis) for the molecule C4H7NO.

Values from the calculation:
Molecular weight = 85.11 g/mol
Kohn-Sham gap = 9.96 eV
E_HOMO = -0.3283 Eh
SMILES = C[C@H]1NCC1=O
E_tot = -7797.6558 eV
F_max = 0.0125 hartree/bohr

Structure (XYZ):
```
13
C4H7NO, DFT the ωB97M-V functional and the def2-TZVPD basis
C -1.578 -0.087 -0.298
C -0.374 -0.147 0.645
N 0.674 -0.989 0.083
C 1.529 0.098 -0.362
C 0.552 1.045 0.359
O 0.505 2.223 0.572
H -1.815 -1.098 -0.641
H -1.309 0.506 -1.182
H -2.455 0.370 0.166
H -0.655 -0.306 1.697
H 0.953 -1.898 0.395
H 1.496 0.208 -1.454
H 2.573 0.155 -0.030
```

---

[5]
Density functional theory data (the ωB97M-V functional and the def2-TZVPD basis) for the molecule C20H19NO5.

Values from the calculation:
Molecular weight = 353.37 g/mol
Kohn-Sham gap = 8.22 eV
E_HOMO = -0.3153 Eh
SMILES = COc1ccc(/C=C/C(=O)OCC(=O)Nc2cccc(C(C)=O)c2)cc1
E_tot = -32776.2076 eV
F_max = 0.0170 hartree/bohr

Structure (XYZ):
```
45
C20H19NO5, DFT the ωB97M-V functional and the def2-TZVPD basis
C 8.012 1.508 -1.562
H 7.386 1.924 -2.358
O 7.385 1.616 -0.304
C 6.199 0.996 -0.107
C 5.529 0.224 -1.057
C 4.317 -0.357 -0.748
C 3.728 -0.191 0.508
C 4.415 0.583 1.455
C 5.624 1.163 1.157
H 6.153 1.760 1.883
H 3.983 0.724 2.434
C 2.452 -0.760 0.861
C 1.660 -1.532 0.097
C 0.371 -1.988 0.595
O -0.093 -1.743 1.693
O -0.279 -2.716 -0.329
C -1.543 -3.273 0.013
C -2.698 -2.273 -0.188
O -3.533 -2.434 -1.049
N -2.647 -1.252 0.698
C -3.464 -0.121 0.778
C -4.519 0.108 -0.097
C -5.287 1.262 0.029
C -4.996 2.178 1.040
C -3.947 1.947 1.910
C -3.180 0.804 1.783
H -2.355 0.620 2.456
H -3.723 2.658 2.690
H -5.604 3.066 1.121
C -6.421 1.573 -0.884
O -7.092 2.570 -0.735
C -6.690 0.596 -1.999
H -6.933 -0.382 -1.589
H -5.810 0.495 -2.631
H -7.525 0.954 -2.596
H -4.722 -0.619 -0.864
H -1.883 -1.278 1.375
H -1.689 -4.116 -0.664
H -1.529 -3.613 1.055
H 1.906 -1.840 -0.906
H 2.090 -0.527 1.856
H 3.817 -0.946 -1.500
H 5.947 0.074 -2.040
H 8.262 0.470 -1.798
H 8.928 2.091 -1.483
```

---

[6]
Density functional theory data (the ωB97M-V functional and the def2-TZVPD basis) for a cluster of 5 separate species, C31H55Cl2N5O4S in total at a distorted geometry.

Values from the calculation:
Molecular weight = 664.79 g/mol
Kohn-Sham gap = 8.64 eV
E_HOMO = -0.3096 Eh
SMILES = C/C(Cl)=C(/Cl)c1cccc2c1Sc1ccccc1N2.COC[C@@H](C)N.COC[C@@H](C)N.COC[C@@H](C)N.COC[C@@H](C)N
E_tot = -84554.9644 eV
F_max = 0.0658 hartree/bohr

Structure (XYZ):
```
98
C31H55Cl2N5O4S, DFT the ωB97M-V functional and the def2-TZVPD basis
C -6.492 -1.912 1.467
C -7.493 -3.106 1.503
Cl -9.191 -2.828 2.047
C -7.110 -4.354 1.126
Cl -8.370 -5.661 1.208
C -5.709 -4.764 0.671
C -5.349 -5.101 -0.718
C -3.988 -5.517 -1.064
C -2.914 -5.581 -0.043
C -3.250 -5.248 1.352
C -4.645 -4.853 1.665
S -4.957 -4.513 3.441
C -3.951 -5.844 4.207
C -4.423 -6.596 5.357
C -3.595 -7.681 5.912
C -2.326 -7.954 5.255
C -1.831 -7.176 4.098
C -2.651 -6.092 3.531
N -2.199 -5.319 2.374
H -7.050 -0.934 1.537
H -5.913 -1.870 0.511
H -5.836 -2.003 2.379
H -6.151 -5.069 -1.492
H -3.697 -5.808 -2.102
H -1.874 -5.905 -0.304
H -5.427 -6.328 5.778
H -4.015 -8.244 6.774
H -1.693 -8.790 5.652
H -0.826 -7.444 3.680
H -2.013 -4.358 2.699
C -0.946 -0.380 -2.558
C -1.357 -1.757 -2.049
C -1.100 -2.892 -3.059
O -2.032 -2.950 -4.130
C -1.777 -2.040 -5.185
N -2.765 -1.711 -1.638
H -1.661 0.035 -3.272
H -0.880 0.325 -1.728
H 0.035 -0.417 -3.040
H -0.749 -1.968 -1.163
H -1.206 -3.843 -2.528
H -0.072 -2.861 -3.443
H -0.706 -1.888 -5.348
H -2.272 -1.087 -4.993
H -2.210 -2.454 -6.098
H -3.007 -2.601 -1.204
H -3.329 -1.696 -2.487
C 3.528 2.566 0.792
C 2.637 1.393 1.186
C 2.577 0.277 0.126
O 1.769 0.582 -1.002
C 2.404 1.392 -1.979
N 1.298 1.902 1.511
H 3.055 3.226 0.062
H 3.760 3.174 1.668
H 4.475 2.215 0.370
H 3.065 0.954 2.094
H 2.114 -0.600 0.588
H 3.582 -0.031 -0.190
H 3.471 1.176 -2.065
H 2.244 2.448 -1.756
H 1.932 1.188 -2.942
H 0.735 1.135 1.873
H 0.843 2.140 0.631
C 3.027 6.946 5.507
C 2.083 5.843 5.036
C 2.605 4.421 5.315
O 3.634 3.990 4.435
C 4.928 4.462 4.765
N 1.794 6.041 3.611
H 3.879 7.081 4.838
H 2.501 7.901 5.547
H 3.410 6.734 6.509
H 1.148 5.960 5.593
H 1.776 3.724 5.158
H 2.917 4.305 6.361
H 5.076 4.537 5.846
H 5.116 5.424 4.286
H 5.655 3.752 4.365
H 1.086 5.369 3.324
H 2.622 5.755 3.091
C 2.463 3.137 -5.703
C 3.264 4.089 -4.819
C 3.887 5.270 -5.587
O 5.033 4.933 -6.355
C 4.749 4.346 -7.614
N 4.282 3.320 -4.093
H 3.101 2.475 -6.290
H 1.823 2.501 -5.089
H 1.819 3.690 -6.392
H 2.568 4.511 -4.086
H 4.233 6.003 -4.852
H 3.141 5.782 -6.209
H 3.842 4.759 -8.065
H 4.668 3.262 -7.518
H 5.590 4.553 -8.277
H 4.746 3.937 -3.429
H 5.018 3.087 -4.759
```

---

[7]
Density functional theory data (the ωB97M-V functional and the def2-TZVPD basis) for a cluster of 2 separate species, C4H15NSi2 in total at a distorted geometry.

Values from the calculation:
Molecular weight = 133.34 g/mol
Kohn-Sham gap (alpha / beta) = 7.91 / 7.56 eV
E_HOMO (alpha / beta) = -0.3058 / -0.2919 Eh
E_tot = -21631.7998 eV
F_max = 0.0578 hartree/bohr

Structure (XYZ):
```
22
C4H15NSi2, DFT the ωB97M-V functional and the def2-TZVPD basis
C -2.342 -0.216 1.283
C 1.156 0.751 -2.637
C 2.383 0.687 -0.472
C -1.154 -0.742 0.406
N 1.064 0.805 -1.149
Si -0.314 -2.070 1.304
Si -0.404 0.896 -0.271
H -1.952 0.366 2.232
H -2.883 0.526 0.608
H -3.024 -1.020 1.583
H 2.121 0.354 -2.964
H 0.439 -0.024 -2.890
H 1.005 1.714 -3.138
H 3.031 -0.043 -0.951
H 3.000 1.571 -0.571
H 2.093 0.523 0.653
H -1.740 -1.029 -0.459
H -1.406 -2.795 2.115
H 0.398 -1.602 2.522
H 0.594 -2.709 0.250
H 0.003 1.889 2.198
H -1.237 1.449 -1.280
```

---

[8]
Density functional theory data (the ωB97M-V functional and the def2-TZVPD basis) for a cluster of 2 separate species, C2H8NS in total at a distorted geometry.

Values from the calculation:
Molecular weight = 78.16 g/mol
Kohn-Sham gap = 6.69 eV
E_HOMO = -0.0964 Eh
Net charge = -1
E_tot = -14529.9806 eV
F_max = 0.0235 hartree/bohr

Structure (XYZ):
```
12
C2H8NS, DFT the ωB97M-V functional and the def2-TZVPD basis
S -1.652 -0.390 2.784
H -2.624 -1.298 2.892
C 0.786 1.186 -0.921
C 0.746 -0.135 -0.169
N -0.249 -1.018 -0.770
H 1.693 1.722 -0.637
H 0.845 0.939 -1.986
H -0.081 1.793 -0.737
H 1.706 -0.634 -0.285
H 0.528 0.045 0.886
H -0.588 -1.693 -0.122
H -1.111 -0.517 -0.935
```

---

Q: Which value of E_tot does entry 4 give?
A: -7797.6558 eV